Record 1
C21H37IN3O6S3 | the ωB97M-V functional and the def2-TZVPD basis

Values from the calculation:
Multiplicity: 1
Total charge: +1

Each line ends with the Mulliken charge.
CARTESIAN COORDINATES (ANGSTROEM)
C1 4.2819 -6.6041 -0.9223  -1.138
C2 4.3462 -5.6159 -2.1348  -0.517
I1 5.8346 -4.0446 -1.8169  0.127
C3 2.9641 -5.0632 -2.6056  -0.597
N1 2.1189 -4.5057 -1.5118  0.633
C4 0.7791 -4.5703 -1.5947  0.121
C5 -0.2032 -4.0662 -0.6695  0.047
C6 -1.7254 -4.1441 -0.8460  0.016
C7 -2.0890 -5.4852 -1.5995  -0.534
N2 -1.9397 -6.5643 -0.9349  -0.513
C8 0.4194 -3.4474 0.5207  -0.333
C9 1.8710 -3.4987 0.4660  -0.460
N3 2.6917 -3.9630 -0.4665  -0.512
H1 5.2958 -7.0758 -0.8485  0.383
H2 3.5536 -7.4383 -1.0643  0.334
H3 4.0432 -6.1077 0.0489  0.307
H4 4.7540 -6.2066 -2.9943  0.492
H5 3.1357 -4.2221 -3.3275  0.342
H6 2.3638 -5.8179 -3.1720  0.337
H7 0.3779 -5.0806 -2.5013  0.340
H8 -2.0808 -3.3266 -1.5303  0.009
H9 -2.2991 -4.0356 0.1009  0.526
H10 -2.4347 -5.4557 -2.6591  0.433
H11 -2.1948 -7.3172 -1.5946  0.289
H12 -0.1758 -3.0185 1.3478  0.492
H13 2.3861 -3.0753 1.3599  0.394
C10 -1.9883 1.3416 -1.4990  -0.483
C11 -3.2352 1.8844 -0.7953  -0.405
C12 -4.1788 0.7014 -0.5482  -0.981
S1 -3.1310 -0.7447 -0.4074  1.373
O1 -3.4092 -1.6277 -1.5215  -0.758
O2 -3.1370 -1.2131 0.9608  -0.748
C13 -1.5884 0.0948 -0.7242  -0.583
H14 -1.1741 2.0741 -1.5183  0.185
H15 -2.2338 1.0792 -2.5330  0.387
H16 -2.9470 2.3297 0.1608  -0.195
H17 -3.7245 2.6611 -1.3843  0.668
H18 -4.7490 0.8229 0.3716  0.434
H19 -4.8571 0.5469 -1.3871  0.346
H20 -0.9178 -0.5596 -1.2796  0.449
H21 -1.1471 0.3556 0.2394  0.334
C14 3.5752 3.8725 -1.3325  -0.562
C15 3.4505 3.8226 0.1933  -0.746
C16 2.0748 3.2345 0.5228  -0.426
S2 1.6447 2.1700 -0.8513  1.285
O3 0.4928 2.7258 -1.5278  -0.806
O4 1.6834 0.7884 -0.4205  -0.712
C17 3.0982 2.5137 -1.8308  -0.881
H22 4.5979 4.0779 -1.6491  0.369
H23 2.9332 4.6633 -1.7298  0.289
H24 4.2341 3.1783 0.6015  0.307
H25 3.5726 4.8092 0.6406  0.334
H26 2.0962 2.6483 1.4395  0.471
H27 1.3155 4.0126 0.5986  0.110
H28 2.8415 2.5086 -2.8889  0.414
H29 3.8336 1.7362 -1.6185  0.356
C18 -3.5665 4.4742 3.6338  -0.622
C19 -2.7907 5.3131 4.6538  -0.649
C20 -1.2981 5.1153 4.3709  -0.743
S3 -1.1646 4.7434 2.6225  1.356
O5 -0.6804 3.3890 2.4746  -0.628
O6 -0.5442 5.8544 1.9428  -0.739
C21 -2.9186 4.7606 2.2837  -0.279
H30 -4.6280 4.7227 3.6288  0.382
H31 -3.4688 3.4127 3.8781  0.318
H32 -3.0519 6.3675 4.5313  0.305
H33 -3.0370 5.0324 5.6781  0.336
H34 -0.7232 6.0129 4.5920  0.367
H35 -0.8940 4.2692 4.9264  0.366
H36 -3.1565 4.0168 1.5263  -0.003
H37 -3.1781 5.7579 1.9259  0.392

Record 2
C21H37N3O3P | the ωB97M-V functional and the def2-TZVPD basis

Values from the calculation:
Multiplicity: 1
Total charge: -1

Each line ends with the Mulliken charge.
CARTESIAN COORDINATES (ANGSTROEM)
C1 -0.2676 0.6925 -1.2896  -0.566
C2 -0.7902 -0.2980 -2.3822  -0.576
C3 -2.2676 -0.7158 -2.1747  -0.935
C4 -2.4808 -1.9044 -1.1857  0.320
C5 -1.3018 -2.9495 -0.9576  -0.726
O1 -1.6380 -3.5988 0.2586  -0.539
P1 -2.2609 -2.2879 1.2730  0.505
C6 -2.4227 -0.8042 2.4955  -0.758
C7 -1.2813 -0.7935 3.5773  -0.603
C8 0.1199 -0.6666 2.9324  -0.220
O2 1.2151 -0.8073 3.8417  -0.453
C9 1.1734 -2.0490 4.5147  -0.777
O3 -3.2501 -1.6065 -0.0225  -0.387
H1 0.1294 0.1360 -0.4296  -0.160
H2 -1.0259 1.4414 -1.0243  0.298
H3 0.5747 1.2505 -1.7442  0.347
H4 -0.1022 -1.1512 -2.4970  0.276
H5 -0.7287 0.2458 -3.3483  0.396
H6 -2.6627 -1.0155 -3.1650  0.314
H7 -2.8971 0.1364 -1.8625  0.233
H8 -3.1941 -2.5530 -1.7491  0.368
H9 -0.2682 -2.5506 -0.9573  0.217
H10 -1.3289 -3.6719 -1.7987  0.373
H11 -1.1874 -1.5211 0.6666  -0.725
H12 -1.4534 -2.8997 2.3280  0.038
H13 -3.4133 -3.0030 1.7443  0.065
H14 -2.5018 0.1652 1.9713  0.365
H15 -3.3618 -0.9553 3.0825  0.186
H16 -1.4302 -1.6963 4.1823  0.420
H17 -1.4400 0.1311 4.1698  0.345
H18 0.2701 -1.3375 2.0700  0.262
H19 0.1911 0.3635 2.5326  0.247
H20 2.1658 -2.5063 4.6356  0.283
H21 0.7649 -1.8633 5.5320  0.243
H22 0.4751 -2.7670 4.0462  0.294
N1 4.1213 -0.0216 -0.7943  0.011
C10 4.8169 1.1043 -1.1383  -0.604
C11 4.4721 2.0989 -0.2573  -0.122
C12 3.5352 1.5477 0.6543  -0.743
C13 3.3419 0.2380 0.2989  -0.586
H23 4.1737 -0.9023 -1.2698  0.199
H24 5.4943 1.0994 -1.9769  0.490
H25 4.8509 3.1095 -0.2656  0.416
H26 3.0574 2.0526 1.4774  0.434
H27 2.7175 -0.5288 0.7274  0.528
N2 6.2880 3.5613 -3.1398  0.069
C14 6.3232 3.9630 -4.4464  -0.590
C15 7.5571 4.5123 -4.6855  -0.378
C16 8.2953 4.4336 -3.4770  -0.583
C17 7.4860 3.8396 -2.5422  -0.238
H28 5.5019 3.1275 -2.6875  0.206
H29 5.4708 3.8252 -5.0902  0.366
H30 7.8921 4.9234 -5.6239  0.390
H31 9.3047 4.7729 -3.3110  0.382
H32 7.6583 3.5927 -1.5078  0.355
N3 -7.9570 -0.0296 1.7556  -0.002
C18 -6.6233 -0.3510 1.7363  -0.724
C19 -6.3994 -1.1661 0.6579  0.141
C20 -7.6442 -1.3400 -0.0020  -0.943
C21 -8.5864 -0.6255 0.6960  -0.378
H33 -8.4016 0.5514 2.4391  0.164
H34 -5.9514 0.0260 2.4895  0.426
H35 -5.4459 -1.5892 0.3747  0.588
H36 -7.8286 -1.9231 -0.8899  0.380
H37 -9.6433 -0.4912 0.5319  0.376

Record 3
C21H37NO11P | the ωB97M-V functional and the def2-TZVPD basis

Values from the calculation:
Multiplicity: 1
Total charge: +1

Each line ends with the Mulliken charge.
CARTESIAN COORDINATES (ANGSTROEM)
C1 2.0274 -1.2714 4.1477  -0.603
C2 2.9370 -2.5011 3.6002  -0.214
O1 4.1655 -2.0716 2.9553  -0.356
P1 3.9140 -1.4397 1.3994  0.611
O2 5.2793 -1.5378 0.6706  -0.706
C3 2.6922 -2.3996 0.3345  -0.645
C4 1.1430 -2.2422 0.7452  -0.359
N1 0.2385 -1.9975 -0.4393  -0.051
O3 -0.7325 -1.0917 -0.1239  -0.034
C5 -0.2396 0.2621 -0.1576  0.302
O4 0.4973 0.7439 -1.0405  -0.635
C6 -0.7001 1.2499 1.0208  0.715
C7 0.2677 2.3145 1.5991  -0.170
C8 -0.2611 3.2591 2.7056  -0.634
C9 -1.7315 3.1377 3.2086  -0.391
C10 -2.6519 2.0249 2.6216  -0.502
C11 -2.1642 1.0578 1.5247  -0.372
O5 3.5674 0.2517 1.4581  -0.038
C12 4.8268 0.9873 1.6888  -0.359
C13 4.5174 2.5454 2.0515  -0.854
H1 1.0649 -1.7073 4.6194  0.327
H2 2.5862 -0.7862 5.0347  0.318
H3 1.7756 -0.5017 3.3449  0.041
H4 3.2606 -3.0701 4.5527  0.334
H5 2.3273 -3.2663 2.9930  0.173
H6 2.8267 -1.9969 -0.7427  0.425
H7 2.9851 -3.5043 0.2824  0.338
H8 0.8193 -3.2612 1.1854  0.413
H9 1.0117 -1.4908 1.5983  -0.034
H10 0.7595 -1.7618 -1.3205  0.490
H11 -0.2458 -2.9006 -0.6552  0.359
H12 1.3485 2.4022 1.2197  0.321
H13 0.4229 4.0588 3.1669  0.350
H14 -2.1538 3.8368 3.9973  0.366
H15 -3.7233 1.8967 2.9950  0.343
H16 -2.8159 0.2342 1.0813  0.223
H17 5.4992 1.0132 0.7706  0.308
H18 5.4166 0.5425 2.5750  0.345
H19 4.2789 2.5529 3.1698  0.268
H20 5.4236 3.2185 1.8364  0.337
H21 3.6016 2.9012 1.4579  0.144
C14 -0.5082 3.3782 -2.2870  -0.410
C15 0.4350 3.2944 -3.4721  -0.291
O6 0.0392 4.2039 -4.5047  -0.353
C16 0.3805 5.4878 -4.3043  0.740
O7 0.9839 5.9231 -3.3533  -0.550
O8 -0.0876 6.2090 -5.3360  -0.338
C17 0.1318 7.6127 -5.2062  -0.622
H22 -1.5441 3.2401 -2.6092  0.341
H23 -0.2626 2.6180 -1.5439  -0.272
H24 -0.4533 4.3582 -1.8067  0.356
H25 0.3892 2.2914 -3.9025  0.279
H26 1.4727 3.4706 -3.1749  0.332
H27 1.1828 7.8351 -5.0108  0.293
H28 -0.5008 8.0159 -4.4124  0.289
H29 -0.1503 8.0840 -6.1482  0.229
C18 -5.1371 -7.2377 -1.4511  -1.083
C19 -5.4787 -5.9674 -2.2065  -0.159
O9 -5.4252 -4.8254 -1.3377  -0.378
C20 -4.2004 -4.3562 -1.0757  0.741
O10 -3.1584 -4.7964 -1.5038  -0.582
O11 -4.3226 -3.3165 -0.2287  -0.364
C21 -3.0777 -2.7830 0.1955  -0.379
H30 -5.7696 -7.3400 -0.5655  0.300
H31 -5.2728 -8.1138 -2.0880  0.357
H32 -4.1017 -7.2239 -1.1024  0.299
H33 -6.5033 -6.0307 -2.5785  0.295
H34 -4.8288 -5.8266 -3.0744  0.305
H35 -2.4416 -2.5352 -0.6565  0.200
H36 -2.5757 -3.4930 0.8589  0.371
H37 -3.2761 -1.8683 0.7540  0.161

| no. | energy (eV) | frontier orbital gap (eV) |
| --- | --- | --- |
| 1 | -79729.73002 | 7.8 |
| 2 | -42276.08315 | 6.8 |
| 3 | -55665.80400 | 8.4 |